{
  "formula": "CH3FOS",
  "method": "ωB97M-V with the def2-TZVPD basis set",
  "elements": ["C", "O", "F", "S", "H", "H", "H"],
  "coordinates": [[0.422, -0.459, 0.249], [-1.476, -0.043, -1.480], [0.199, 1.839, 0.410], [-1.135, 0.500, -0.169], [0.257, -1.626, 0.055], [0.442, -0.189, 1.249], [1.292, -0.022, -0.313]],
  "forces_ev_per_a": [[-1.26, -2.22, -2.26], [-0.03, 1.27, 0.15], [-2.05, -0.44, -1.35], [3.38, -0.69, 0.46], [0.30, 2.68, 0.42], [0.81, -0.10, 2.09], [-1.16, -0.50, 0.49]],
  "nbo_charge": [-0.78, -0.79, -0.62, 1.46, 0.22, 0.23, 0.27],
  "molar_mass_g_mol": 82.1,
  "relative_energy_kcal_mol": 46.05,
  "lumo_energy_ha": -0.052,
  "orbital_gap_ev": 9.49,
  "total_charge": 0
}

---

{
  "formula": "CH3I2N",
  "method": "ωB97M-V with the def2-TZVPD basis set",
  "elements": ["C", "N", "I", "I", "H", "H", "H"],
  "coordinates": [[-0.774, -0.439, -0.329], [1.081, -0.293, 0.676], [-1.690, 1.348, -0.254], [2.485, 0.784, -0.312], [-1.386, -1.177, 0.140], [-0.355, -0.646, -1.192], [0.640, 0.424, 1.270]],
  "forces_ev_per_a": [[1.77, 0.99, 4.64], [-3.52, -0.28, -0.56], [-0.50, 1.22, -0.02], [-0.13, 0.12, -0.42], [0.27, -0.62, 0.45], [1.72, -1.11, -4.18], [0.40, -0.31, 0.09]],
  "nbo_charge": [-0.38, -0.81, 0.19, 0.27, 0.21, 0.18, 0.34],
  "molar_mass_g_mol": 282.8,
  "relative_energy_kcal_mol": 52.95,
  "lumo_energy_ha": [-0.019, -0.019],
  "orbital_gap_ev": [8.18, 8.18],
  "total_charge": 0
}

---

{
  "formula": "CH3I2O2P",
  "method": "ωB97M-V with the def2-TZVPD basis set",
  "elements": ["C", "O", "O", "P", "I", "I", "H", "H", "H"],
  "coordinates": [[-0.196, -0.097, -0.055], [3.171, -1.065, -1.164], [1.437, -1.616, 1.725], [0.915, -1.553, 0.341], [4.645, -0.854, 0.032], [-0.259, -3.656, 0.030], [-1.031, 0.121, 0.716], [0.670, 0.724, -0.069], [-0.732, -0.234, -1.042]],
  "forces_ev_per_a": [[0.77, 1.03, -0.17], [-2.02, -0.38, 0.92], [0.14, 0.59, -0.95], [0.41, 0.18, 0.59], [-0.17, -0.06, 0.14], [0.25, 0.35, -0.49], [1.80, -0.59, -0.81], [-2.28, -1.33, -0.16], [1.11, 0.22, 0.93]],
  "nbo_charge": [-1.00, -0.89, -0.98, 1.58, 0.49, -0.04, 0.28, 0.28, 0.27],
  "molar_mass_g_mol": 331.8,
  "relative_energy_kcal_mol": 113.67,
  "lumo_energy_ha": [-0.108, -0.108],
  "orbital_gap_ev": [5.54, 5.55],
  "total_charge": 0
}

---

{
  "formula": "CH3I3P",
  "method": "ωB97M-V with the def2-TZVPD basis set",
  "elements": ["C", "P", "I", "I", "I", "H", "H", "H"],
  "coordinates": [[-0.988, -0.285, -0.159], [0.618, 0.437, 0.100], [2.340, -2.294, -0.520], [0.798, 2.341, -1.322], [1.029, 1.136, 2.486], [-1.101, -0.349, -1.309], [-1.730, 0.377, 0.534], [-0.966, -1.363, 0.190]],
  "forces_ev_per_a": [[-1.47, -0.24, 0.53], [1.90, -0.88, 0.82], [-1.08, 2.05, 0.39], [0.14, -0.56, 0.36], [-0.31, -0.60, -1.72], [-0.39, 0.54, 1.90], [1.29, -1.64, -2.21], [-0.06, 1.32, -0.08]],
  "nbo_charge": [-1.07, 0.61, 0.13, 0.23, 0.19, 0.30, 0.30, 0.30],
  "molar_mass_g_mol": 426.7,
  "relative_energy_kcal_mol": 48.47,
  "lumo_energy_ha": [-0.293, -0.293],
  "orbital_gap_ev": [5.81, 5.85],
  "total_charge": 1
}

---

{
  "formula": "CH3IN2",
  "method": "ωB97M-V with the def2-TZVPD basis set",
  "elements": ["C", "N", "N", "I", "H", "H", "H"],
  "coordinates": [[-0.411, 0.064, 0.129], [0.857, -0.418, 0.244], [-1.506, -0.739, -0.110], [-3.338, 0.019, 0.011], [-0.538, 0.950, 0.780], [-0.280, 0.545, -0.872], [0.926, -1.417, 0.071]],
  "forces_ev_per_a": [[-0.76, -1.27, 1.59], [0.25, 0.90, -0.24], [0.91, 0.05, -0.45], [-0.21, 0.38, 0.11], [-0.08, 0.19, -0.21], [0.19, 0.00, -0.66], [-0.30, -0.25, -0.14]],
  "nbo_charge": [-0.23, -0.53, -0.59, 0.33, 0.26, 0.43, 0.34],
  "molar_mass_g_mol": 170.0,
  "relative_energy_kcal_mol": 80.19,
  "lumo_energy_ha": -0.078,
  "orbital_gap_ev": 6.25,
  "total_charge": 0
}

---

{
  "formula": "CH3IN4",
  "method": "ωB97M-V with the def2-TZVPD basis set",
  "elements": ["C", "N", "N", "N", "N", "I", "H", "H", "H"],
  "coordinates": [[1.225, 0.539, -0.297], [0.715, 1.840, -0.215], [-0.446, 1.804, 0.224], [0.269, -0.224, 0.482], [-0.860, 0.665, 0.685], [3.195, 0.029, 0.028], [0.914, -0.045, -2.075], [0.161, -1.219, 0.429], [-1.718, 0.571, 1.335]],
  "forces_ev_per_a": [[-3.38, -2.69, -1.50], [1.12, -0.09, -1.04], [-1.94, 2.21, 1.56], [0.42, 1.24, 1.02], [0.54, -1.91, -0.85], [0.58, 0.14, 0.08], [0.59, 1.00, 2.47], [-0.37, 0.01, -0.26], [2.43, 0.10, -1.49]],
  "nbo_charge": [0.02, -0.30, 0.05, -0.51, -0.25, 0.23, -0.10, 0.42, 0.45],
  "molar_mass_g_mol": 198.0,
  "relative_energy_kcal_mol": 110.78,
  "lumo_energy_ha": [-0.006, -0.006],
  "orbital_gap_ev": [7.65, 7.67],
  "total_charge": 0
}

---

{
  "formula": "CH3INOP",
  "method": "ωB97M-V with the def2-TZVPD basis set",
  "elements": ["C", "N", "O", "P", "I", "H", "H", "H"],
  "coordinates": [[0.969, -0.186, 0.018], [0.051, 0.723, -0.015], [0.554, -1.619, 0.057], [-1.652, 0.360, 0.037], [3.005, 0.323, -0.004], [0.380, 1.767, 0.131], [-1.427, -0.830, 0.738], [-1.881, -0.538, -0.962]],
  "forces_ev_per_a": [[-1.31, -9.73, 0.22], [0.54, 3.96, 0.03], [2.85, 8.50, -0.37], [-0.73, 0.50, 1.46], [-0.48, -0.11, 0.08], [-1.04, -2.87, -0.62], [-0.17, 0.04, 0.90], [0.34, -0.29, -1.70]],
  "nbo_charge": [0.46, -0.88, -0.69, 0.49, 0.18, 0.44, 0.02, -0.02],
  "molar_mass_g_mol": 202.9,
  "relative_energy_kcal_mol": 52.69,
  "lumo_energy_ha": 0.000,
  "orbital_gap_ev": 9.46,
  "smiles": "O=C(I)NP",
  "total_charge": 0
}

---

{
  "formula": "CH3INOP",
  "method": "ωB97M-V with the def2-TZVPD basis set",
  "elements": ["C", "N", "O", "P", "I", "H", "H", "H"],
  "coordinates": [[-1.377, -0.488, 0.017], [0.147, 0.586, 0.005], [-1.230, -1.637, 0.109], [1.490, -0.442, -0.162], [-3.115, 0.645, -0.028], [-0.027, 1.175, -0.804], [1.755, -0.483, 1.215], [2.358, 0.643, -0.352]],
  "forces_ev_per_a": [[3.85, 2.04, -0.25], [-4.54, -1.35, 0.16], [-0.31, -0.23, 0.15], [0.57, -0.70, -0.20], [-0.21, 0.20, 0.00], [0.01, 0.04, -0.03], [0.27, -0.17, 0.29], [0.37, 0.16, -0.12]],
  "nbo_charge": [0.52, -0.99, -0.50, 0.52, 0.17, 0.37, -0.05, -0.04],
  "molar_mass_g_mol": 202.9,
  "relative_energy_kcal_mol": 44.97,
  "lumo_energy_ha": -0.011,
  "orbital_gap_ev": 8.45,
  "total_charge": 0
}

---

{
  "formula": "CH3IOS2",
  "method": "ωB97M-V with the def2-TZVPD basis set",
  "elements": ["C", "O", "S", "S", "I", "H", "H", "H"],
  "coordinates": [[-0.005, 0.055, -0.473], [-1.562, 1.333, 1.397], [0.226, 1.737, -1.137], [-0.182, 1.218, 0.891], [-3.943, -0.032, -0.134], [-1.024, -0.440, -0.693], [0.887, -0.525, -0.370], [-3.650, 1.340, 0.481]],
  "forces_ev_per_a": [[-2.11, 0.24, -0.02], [0.82, 0.14, -0.43], [-0.40, -0.50, 0.55], [-0.09, 0.21, 0.14], [-0.71, -1.69, -0.88], [1.92, 0.66, 0.22], [0.24, -0.55, -0.25], [0.33, 1.49, 0.67]],
  "nbo_charge": [-0.74, -0.92, -0.02, 1.16, -0.11, 0.27, 0.24, 0.12],
  "molar_mass_g_mol": 222.1,
  "relative_energy_kcal_mol": 25.97,
  "lumo_energy_ha": -0.005,
  "orbital_gap_ev": 9.44,
  "total_charge": 0
}

---

{
  "formula": "CH3IOS2",
  "method": "ωB97M-V with the def2-TZVPD basis set",
  "elements": ["C", "O", "S", "S", "I", "H", "H", "H"],
  "coordinates": [[-0.252, 0.122, 0.042], [-1.599, 1.147, 2.116], [-1.955, 2.598, -0.649], [-1.773, 1.027, 0.409], [-3.439, -0.733, -0.054], [-0.158, -0.073, -1.019], [0.551, 0.756, 0.408], [-0.282, -0.795, 0.625]],
  "forces_ev_per_a": [[-0.17, -0.01, 0.04], [-1.09, -0.40, -6.60], [-0.12, -0.47, 0.23], [1.57, 0.36, 6.45], [0.15, 0.30, 0.07], [-0.13, 0.04, -0.16], [-0.08, 0.15, -0.03], [-0.12, 0.03, 0.00]],
  "nbo_charge": [-0.78, -0.83, -0.27, 1.09, 0.03, 0.24, 0.26, 0.26],
  "molar_mass_g_mol": 222.1,
  "relative_energy_kcal_mol": 44.60,
  "lumo_energy_ha": -0.074,
  "orbital_gap_ev": 7.76,
  "smiles": "C[S@@](=O)(=S)I",
  "total_charge": 0
}